Below is C28H40N2O2P2Ru as an isolated structure, with properties calculated with wB97M-V/def2-TZVPD.

Cartesian coordinates (Å):
Ru 0.3764 -0.1646 0.6850
C 1.2468 -3.2746 0.7488
C -0.2228 -3.2987 0.3101
C -0.5541 -4.6020 -0.4156
P -0.5670 -1.7793 -0.6541
C -2.3004 -1.7054 -1.2507
C -2.6072 -2.4381 -2.5543
C -3.2143 -2.1353 -0.0955
C 0.6262 -1.7035 -2.0216
C 0.6625 -2.5587 -3.1096
C 1.5510 -2.3184 -4.1549
C 2.3667 -1.1975 -4.1336
C 2.3545 -0.3368 -3.0482
C 1.5308 -0.6250 -1.9597
N 1.4382 0.1765 -0.8022
C 2.2269 1.3463 -0.6229
C 3.5876 1.4412 -0.8832
C 4.2372 2.6224 -0.5627
C 3.5444 3.6929 -0.0090
C 2.1868 3.5914 0.2724
C 1.5196 2.4150 -0.0271
P -0.2155 1.9686 0.2924
C -1.2701 2.4576 -1.1180
C -1.1885 3.9691 -1.3738
C -0.9212 1.6886 -2.3913
C -0.8475 2.6058 1.8934
C -0.6802 4.1053 2.1642
C -2.3056 2.1489 2.0379
H 1.4240 -4.0638 1.4801
H 1.9101 -3.4527 -0.0992
H 1.5614 -2.3338 1.2197
H -0.8718 -3.1962 1.1857
H 0.1003 -4.7539 -1.2752
H -0.3884 -5.4376 0.2657
H -1.5903 -4.6487 -0.7438
H -2.4483 -0.6335 -1.4126
H -2.4421 -3.5127 -2.4727
H -3.6612 -2.2910 -2.7925
H -2.0248 -2.0559 -3.3917
H -3.1554 -3.2099 0.0802
H -2.9841 -1.6247 0.8417
H -4.2465 -1.9056 -0.3603
H -0.0149 -3.3986 -3.1721
H 1.5754 -2.9896 -5.0032
H 3.0127 -0.9832 -4.9741
H 2.9685 0.5505 -3.0712
H 4.1449 0.5950 -1.2594
H 5.3017 2.7058 -0.7356
H 4.0690 4.6125 0.2124
H 1.6636 4.4321 0.7038
H -2.2850 2.2050 -0.7944
H -0.1567 4.2933 -1.5219
H -1.7372 4.1961 -2.2881
H -1.6350 4.5562 -0.5760
H 0.0490 2.0031 -2.7832
H -0.9033 0.6106 -2.2481
H -1.6676 1.9161 -3.1524
H -0.2329 2.0618 2.6149
H -1.0130 4.7316 1.3410
H -1.2928 4.3608 3.0296
H 0.3474 4.3615 2.4122
H -2.9704 2.7533 1.4187
H -2.4474 1.0946 1.7884
H -2.6152 2.2843 3.0741
O 1.9330 0.1307 2.4595
C 1.0474 -0.3696 3.1779
C 1.0584 -0.7495 4.6290
C -0.3731 -1.2589 4.8608
C -1.0529 -1.1963 3.4976
O -2.1612 -1.5498 3.2014
N -0.1510 -0.6247 2.5906
H 1.3246 0.1226 5.2270
H 1.8270 -1.5017 4.8091
H -0.9392 -0.6451 5.5605
H -0.4179 -2.2822 5.2300

Summary:
HOMO (alpha / beta) ... -14.9 / -14.9 eV
Relative energy (zero: lowest compared OMol25 entry of this formula, charge and spin) ... 0.0 kcal per mole
Orbital gap (alpha / beta) ... 6.4 / 6.4 eV
Total charge ... +2
Total energy ... -2128.0660 Eh

The net atomic charges from Mulliken, expressed in e, are: Ru -0.355; C -1.620; C 0.554; C -1.338; P 1.452; C 0.886; C -1.583; C -1.493; C -0.435; C -0.783; C -1.001; C -1.108; C -1.023; C 1.010; N 0.362; C -0.010; C -0.428; C -0.903; C -0.840; C -1.149; C 0.101; P 1.787; C 0.515; C -1.383; C -1.381; C 1.056; C -1.341; C -1.684; H 0.543; H 0.281; H 0.288; H 0.489; H 0.256; H 0.459; H 0.316; H 0.246; H 0.240; H 0.483; H 0.414; H 0.267; H 0.385; H 0.489; H 0.539; H 0.510; H 0.458; H 0.695; H 0.757; H 0.467; H 0.487; H 0.548; H 0.624; H 0.301; H 0.425; H 0.369; H 0.354; H -0.010; H 0.594; H 0.022; H 0.171; H 0.446; H 0.432; H 0.421; H 0.304; H 0.487; O -0.587; C 0.565; C -0.662; C -0.567; C -0.013; O -0.561; N 0.086; H 0.328; H 0.339; H 0.306; H 0.343

Below is an isolated ion of composition C28H40N3O and charge +1, with properties calculated with wB97M-V/def2-TZVPD.

Cartesian coordinates (Å):
C -4.4598 0.5484 5.4128
C -3.6047 0.5823 4.1326
C -2.9680 -0.7021 3.6155
C -2.1693 -0.5308 2.3066
N -1.4598 -1.8430 1.9380
C -0.0541 -1.7877 1.4961
C 0.1681 -0.8434 0.3569
C 0.6496 0.4076 0.5660
N 1.1408 1.2492 -0.3995
C 0.9169 2.6893 -0.2743
C -0.5325 3.0374 0.0608
C -1.4685 2.5776 -1.0365
C -1.6933 3.3964 -2.1486
C -2.4899 2.9637 -3.2000
C -3.0938 1.7009 -3.1500
C -2.9047 0.8924 -2.0222
C -2.1127 1.3407 -0.9682
C 1.2929 3.1923 -1.6437
O 1.3484 4.3588 -2.0176
N 1.5083 2.0978 -2.4456
C 1.6134 2.2872 -3.8704
C 1.6446 0.8490 -1.7184
C 3.1322 0.2929 -1.7620
C 4.0885 1.3629 -1.2320
C 3.5030 -0.0562 -3.2005
C 3.2475 -0.9669 -0.9165
C 0.4063 -3.2206 1.2293
C 1.0352 -3.9247 2.2529
C 1.5799 -5.1838 1.9929
C 1.4732 -5.7375 0.7127
C 0.8592 -5.0156 -0.3160
C 0.2836 -3.7645 -0.0504
H -4.7945 1.5694 5.6372
H -5.3678 -0.0576 5.3039
H -3.9089 0.1936 6.2917
H -4.2432 0.9843 3.3388
H -2.8144 1.3238 4.2878
H -2.2891 -1.1355 4.3668
H -3.7459 -1.4578 3.4353
H -2.8087 -0.3112 1.4424
H -1.3803 0.2241 2.3631
H -1.5460 -2.4919 2.7415
H -1.9633 -2.2730 1.1502
H 0.5039 -1.3996 2.3646
H 0.0521 -1.2276 -0.6626
H 0.6281 0.8650 1.5691
H 1.6251 3.0987 0.4639
H -0.8094 2.6104 1.0321
H -0.5710 4.1307 0.1419
H -1.2184 4.3820 -2.1817
H -2.6279 3.6087 -4.0704
H -3.7089 1.3558 -3.9774
H -3.3679 -0.0954 -1.9716
H -1.9689 0.7229 -0.0741
H 0.7962 2.9432 -4.2048
H 2.5676 2.7708 -4.1392
H 1.5297 1.3256 -4.3847
H 0.9876 0.0763 -2.1552
H 3.8817 1.6038 -0.1831
H 5.1204 0.9877 -1.2951
H 4.0353 2.2821 -1.8291
H 2.7468 -0.7046 -3.6620
H 3.6392 0.8349 -3.8221
H 4.4603 -0.5981 -3.2157
H 2.5596 -1.7471 -1.2669
H 4.2713 -1.3644 -0.9952
H 3.0496 -0.7656 0.1406
H 1.1536 -3.4569 3.2353
H 2.1051 -5.7242 2.7823
H 1.9063 -6.7148 0.4987
H 0.8335 -5.4109 -1.3361
H -0.1992 -3.2071 -0.8607

Summary:
HOMO ... -11.1 eV
Relative energy (zero: lowest compared OMol25 entry of this formula, charge and spin) ... 0.0 kcal per mole
Orbital gap ... 8.4 eV
Total charge ... +1
Total energy ... -1330.2308 Eh

The net atomic charges from Mulliken, expressed in e, are: C -1.336; C -0.567; C -0.671; C -0.120; N 0.038; C -0.019; C 0.094; C -1.294; N 0.588; C 0.067; C -1.529; C -0.077; C -0.390; C -0.680; C -0.628; C -0.530; C 0.808; C -0.097; O -0.686; N 0.740; C -1.284; C -1.407; C 2.038; C -1.769; C -1.753; C -1.870; C -0.166; C -0.279; C -0.732; C -0.476; C -0.826; C -0.158; H 0.380; H 0.333; H 0.334; H 0.364; H 0.340; H 0.473; H 0.363; H 0.235; H -0.023; H 0.562; H 0.516; H 0.532; H 0.050; H 0.725; H 0.509; H 0.473; H 0.667; H 0.442; H 0.437; H 0.409; H 0.413; H 0.027; H 0.318; H 0.362; H 0.455; H 0.884; H 0.296; H 0.468; H 0.337; H 0.346; H 0.400; H 0.441; H 0.353; H 0.563; H 0.258; H 0.393; H 0.395; H 0.397; H 0.395; H 0.351

Below is one molecule with the formula C28H40N4O2S2, with properties calculated with wB97M-V/def2-TZVPD.

Cartesian coordinates (Å):
C 1.2044 4.6439 3.3141
O 0.6327 3.8996 2.2587
C 0.8599 4.4314 0.9785
C 2.3202 4.3209 0.5109
N 2.8141 2.9833 0.7053
C 3.8312 2.6859 1.5377
S 4.8002 3.8271 2.2458
N 4.0870 1.3719 1.7710
C 3.2947 0.2788 1.3609
C 2.7357 -0.5423 2.3332
C 1.9348 -1.6134 1.9883
C 1.6621 -1.8893 0.6544
C 0.7462 -3.0178 0.1930
C -0.3402 -2.3265 -0.6202
C -1.2553 -1.5105 0.0380
C -2.2500 -0.8419 -0.6466
C -2.3430 -0.9416 -2.0324
N -3.3636 -0.3174 -2.7605
C -4.0112 0.8544 -2.5299
S -5.4010 1.1636 -3.3752
N -3.4367 1.7564 -1.7089
C -4.1615 2.8567 -1.1260
C -4.4842 2.5514 0.3448
O -3.3177 2.3053 1.1019
C -2.6906 3.4667 1.5933
C -1.4131 -1.7298 -2.7205
C -1.4808 -1.8503 -4.2138
C -0.4318 -2.3985 -2.0048
C 0.1284 -3.7911 1.3717
C -0.7246 -4.9582 0.8849
C 0.1454 -5.9564 0.1319
C 0.8039 -5.2611 -1.0526
C 1.5932 -4.0321 -0.6024
C 2.2535 -1.0790 -0.3082
C 3.0835 -0.0140 0.0098
C 3.7553 0.7539 -1.0905
H 2.2976 4.6055 3.2998
H 0.8818 5.6902 3.2731
H 0.8432 4.1884 4.2338
H 0.2199 3.8417 0.3147
H 0.5486 5.4855 0.9314
H 2.3711 4.5897 -0.5500
H 2.9703 4.9963 1.0729
H 2.1652 2.2356 0.4989
H 4.7328 1.2094 2.5315
H 2.9278 -0.3267 3.3744
H 1.5200 -2.2170 2.7783
H -1.2025 -1.3848 1.1080
H -2.9700 -0.2651 -0.0859
H -3.7308 -0.8320 -3.5497
H -2.6182 1.4661 -1.1902
H -5.0842 2.9943 -1.6930
H -3.5533 3.7627 -1.2043
H -5.0750 1.6319 0.3969
H -5.0682 3.3719 0.7795
H -3.3429 3.9926 2.3001
H -2.4193 4.1576 0.7877
H -1.7849 3.1443 2.1036
H -0.5961 -2.3510 -4.5983
H -2.3535 -2.4324 -4.5145
H -1.5550 -0.8679 -4.6788
H 0.2788 -2.9812 -2.5693
H -0.4785 -3.1331 1.9927
H 0.9354 -4.1921 1.9891
H -1.5151 -4.5875 0.2285
H -1.1978 -5.4441 1.7408
H -0.4567 -6.7972 -0.2176
H 0.9124 -6.3494 0.8037
H 0.0248 -4.9731 -1.7593
H 1.4812 -5.9500 -1.5629
H 2.0576 -3.5531 -1.4650
H 2.4055 -4.3587 0.0530
H 2.0685 -1.2784 -1.3538
H 4.1316 0.0616 -1.8413
H 4.5875 1.3386 -0.7084
H 3.0593 1.4305 -1.5860

Summary:
HOMO ... -8.0 eV
Relative energy (zero: lowest compared OMol25 entry of this formula, charge and spin) ... 1.9 kcal per mole
Orbital gap ... 8.4 eV
Total charge ... 0
Total energy ... -2256.8612 Eh

The net atomic charges from Mulliken, expressed in e, are: C -0.681; O -0.204; C -0.503; C -1.174; N 0.161; C 0.030; S -0.398; N -0.134; C 0.383; C -1.505; C -1.091; C -0.783; C 3.549; C -0.004; C -0.583; C -1.152; C 0.342; N -0.136; C 0.259; S -0.477; N -0.120; C -0.940; C -0.462; O -0.300; C -0.679; C 0.131; C -2.137; C 0.071; C -1.691; C -0.851; C -0.895; C -0.572; C -1.604; C 0.566; C -0.072; C -2.113; H 0.167; H 0.349; H 0.227; H 0.255; H 0.516; H 0.294; H 0.539; H 0.181; H 0.298; H 0.437; H 0.483; H 0.529; H 0.733; H 0.305; H 0.287; H 0.447; H 0.281; H 0.275; H 0.450; H 0.329; H 0.278; H 0.188; H 0.445; H 0.384; H 0.377; H 0.412; H 0.474; H 0.708; H 0.280; H 0.419; H 0.408; H 0.332; H 0.276; H 0.438; H 0.434; H 0.606; H 0.680; H 0.568; H 0.337; H 0.345